No. 1
66
Properties=species:S:1:pos:R:3:lowdin_charge:R:1 method="wB97M-V/def2-TZVPD" orbital_gap_ev=8.90 total_charge=0 e_above_lowest_ev=0.2153 smiles="CSCC[C@@H](NC(=O)[C@H]1CC[C@H](C)CC1)C(=O)NCCN1CCC(C)CC1" lumo_ev=0.7
C -1.328 -1.729 6.033 -0.4112
S -2.705 -1.833 4.856 0.7833
C -1.792 -1.717 3.282 -0.5067
C -1.170 -0.347 3.061 -0.2197
C -0.669 -0.183 1.630 -0.2260
N -1.786 -0.162 0.704 0.1230
C -1.683 -0.569 -0.579 -0.4588
O -0.636 -0.988 -1.042 0.0620
C -2.961 -0.428 -1.386 -0.2440
C -3.078 -1.554 -2.413 -0.1506
C -4.313 -1.362 -3.286 -0.1724
C -4.280 -0.012 -4.004 -0.3941
C -5.522 0.175 -4.871 -0.0762
C -4.162 1.110 -2.972 -0.1722
C -2.921 0.928 -2.104 -0.1459
C 0.168 1.108 1.484 -0.4472
O 0.232 1.952 2.356 0.0661
N 0.765 1.198 0.287 0.0821
C 1.692 2.254 -0.040 -0.1480
C 3.140 1.767 0.132 -0.1749
N 3.361 0.594 -0.693 -0.1807
C 3.841 0.882 -2.030 -0.1821
C 5.336 1.228 -2.083 -0.1561
C 6.166 0.110 -1.450 -0.3966
C 7.651 0.462 -1.438 -0.0770
C 5.646 -0.151 -0.036 -0.1548
C 4.144 -0.459 -0.082 -0.1900
H -0.896 -0.733 6.012 0.0274
H -1.745 -1.930 7.014 0.0251
H -0.585 -2.481 5.783 0.0344
H -1.039 -2.505 3.271 0.0806
H -2.537 -1.932 2.516 0.0656
H -0.325 -0.195 3.735 0.1147
H -1.902 0.435 3.275 0.1180
H -0.036 -1.032 1.340 0.1596
H -2.630 0.285 1.025 0.1547
H -3.826 -0.454 -0.714 0.1485
H -2.177 -1.557 -3.028 0.1229
H -3.131 -2.515 -1.897 0.1226
H -4.369 -2.168 -4.020 0.1165
H -5.211 -1.416 -2.665 0.1216
H -3.395 0.016 -4.648 0.1444
H -5.592 -0.616 -5.614 0.0752
H -5.487 1.131 -5.389 0.0749
H -6.421 0.149 -4.259 0.0794
H -4.113 2.076 -3.479 0.1167
H -5.053 1.112 -2.339 0.1227
H -2.027 0.965 -2.729 0.1292
H -2.853 1.736 -1.372 0.1187
H 0.738 0.403 -0.342 0.1135
H 1.499 3.090 0.635 0.1193
H 1.515 2.566 -1.072 0.1156
H 3.280 1.499 1.181 0.1255
H 3.822 2.596 -0.101 0.1164
H 3.251 1.702 -2.444 0.1145
H 3.657 -0.008 -2.640 0.1235
H 5.636 1.380 -3.121 0.1156
H 5.519 2.160 -1.543 0.1103
H 6.026 -0.803 -2.042 0.1410
H 8.231 -0.346 -0.998 0.0747
H 8.011 0.634 -2.450 0.0746
H 7.824 1.364 -0.855 0.0789
H 6.179 -0.990 0.415 0.1152
H 5.818 0.731 0.585 0.1180
H 3.760 -0.641 0.925 0.1166
H 3.982 -1.367 -0.673 0.1222



No. 2
70
Properties=species:S:1:pos:R:3:lowdin_charge:R:1 method="wB97M-V/def2-TZVPD" orbital_gap_ev=8.23 total_charge=+3 lumo_ev=-9.1
Zr -0.205 0.155 0.339 1.8178
C 0.714 -2.342 -1.480 -0.0278
N 2.091 -1.929 -1.525 -0.0850
C 3.120 -2.813 -2.094 -0.0625
C 4.400 -2.071 -1.721 -0.0575
N 3.964 -1.198 -0.612 -0.0394
C 4.954 -0.356 0.057 0.0113
C 2.641 -1.122 -0.587 -0.3276
N 1.814 -0.391 0.171 -0.1019
C 2.173 0.506 1.300 -0.2193
C 1.574 0.027 2.623 -0.1807
N 0.133 -0.242 2.412 -0.0970
C -0.591 -0.775 3.418 -0.3269
N -1.681 -1.510 3.139 -0.0828
C -2.193 -1.721 1.820 -0.0362
C -2.373 -1.951 4.356 -0.0530
C -1.426 -1.455 5.460 -0.0510
N -0.376 -0.723 4.724 -0.0441
C 0.556 0.117 5.477 0.0095
H 0.468 -2.871 -2.398 0.1240
H 0.033 -1.471 -1.478 0.0423
H 0.487 -2.996 -0.629 0.1115
H 2.991 -2.917 -3.169 0.1420
H 3.067 -3.800 -1.628 0.1420
H 4.775 -1.452 -2.538 0.1458
H 5.191 -2.736 -1.386 0.1437
H 5.935 -0.662 -0.297 0.1118
H 4.943 -0.505 1.135 0.1013
H 4.825 0.697 -0.193 0.1043
H 1.795 1.523 1.084 0.0954
H 3.242 0.662 1.390 0.1136
H 1.755 0.814 3.352 0.1174
H 2.068 -0.891 2.953 0.1453
H -2.747 -0.858 1.435 0.0882
H -2.877 -2.570 1.822 0.1273
H -1.381 -2.028 1.132 0.0745
H -2.473 -3.035 4.354 0.1398
H -3.365 -1.506 4.426 0.1388
H -0.980 -2.269 6.029 0.1428
H -1.922 -0.776 6.151 0.1409
H 0.354 -0.039 6.533 0.1098
H 0.399 1.172 5.253 0.1109
H 1.591 -0.163 5.299 0.0932
C -3.564 -1.290 -1.413 -0.0035
C -3.415 0.125 -0.949 -0.3051
C -4.479 1.001 -0.877 0.0225
C -4.275 2.302 -0.418 0.0280
C -3.011 2.739 -0.053 0.0114
C -1.967 1.843 -0.195 -0.4498
N -2.181 0.565 -0.611 -0.0285
N -0.598 2.083 0.091 -0.2331
Si 0.278 3.283 -1.015 0.4667
C 1.676 2.294 -1.782 -0.1669
C 0.910 4.671 0.037 -0.1512
C -0.920 3.829 -2.322 -0.1447
H -3.835 -1.311 -2.470 0.1104
H -4.362 -1.799 -0.874 0.1049
H -2.636 -1.850 -1.294 0.0636
H -5.466 0.673 -1.170 0.1409
H -5.116 2.980 -0.346 0.1398
H -2.832 3.742 0.307 0.1368
H 2.480 2.047 -1.086 0.0171
H 2.127 2.938 -2.544 0.0604
H 1.357 1.385 -2.303 0.0325
H 1.583 4.346 0.832 0.0358
H 0.080 5.207 0.503 0.0463
H 1.457 5.389 -0.578 0.0562
H -1.399 3.022 -2.879 0.0500
H -0.355 4.421 -3.048 0.0610
H -1.694 4.485 -1.921 0.0459



No. 3
64
Properties=species:S:1:pos:R:3:lowdin_spin:R:1 method="wB97M-V/def2-TZVPD" orbital_gap_ev="6.73 / 6.66" total_charge=0 e_above_lowest_ev=0.0000 spin_multiplicity=3 lumo_ev="0.4 / 0.3"
P -0.154 -1.457 -5.630 0.0012
P 0.260 1.765 -5.495 0.0013
C -0.376 -0.442 -7.168 -0.0002
C 0.414 0.876 -7.124 -0.0002
H -1.455 -0.267 -7.316 0.0000
H 0.001 -1.064 -7.993 0.0000
H 1.489 0.723 -7.316 0.0000
H 0.015 1.576 -7.872 0.0000
C -1.413 2.454 -5.879 0.0008
H -1.689 3.192 -5.112 0.0000
H -2.184 1.675 -5.931 0.0002
H -1.321 2.946 -6.853 0.0001
C 1.229 3.252 -5.930 0.0005
H 0.780 3.680 -6.837 0.0001
H 2.272 2.966 -6.111 0.0001
H 1.166 3.968 -5.096 0.0000
C -1.099 -2.936 -6.151 0.0005
H -0.971 -3.712 -5.382 0.0000
H -0.684 -3.276 -7.115 0.0001
H -2.160 -2.676 -6.257 0.0001
C 1.518 -2.046 -6.097 0.0009
H 2.253 -1.237 -6.119 0.0003
H 1.426 -2.484 -7.096 0.0001
H 1.842 -2.818 -5.388 0.0001
Ti 0.350 0.030 -0.524 1.4714
C 0.656 1.846 -2.118 0.0589
C -0.735 1.764 -2.168 0.0611
C -1.542 0.887 -3.068 0.0208
C -1.934 -0.597 -2.724 0.0329
C -0.897 -1.492 -2.139 0.0752
C 0.486 -1.456 -2.333 0.1048
C 1.187 -0.458 -3.221 0.0262
C 1.677 0.931 -2.744 0.0261
C 0.621 -1.495 0.772 0.0055
H 1.087 2.693 -1.572 0.0041
H -1.295 2.505 -1.583 0.0035
H -1.059 0.812 -4.074 0.0017
H -2.505 1.400 -3.275 0.0018
H -2.826 -0.587 -2.062 0.0020
H -2.301 -1.006 -3.702 0.0077
H -1.308 -2.324 -1.543 0.0063
H 1.063 -2.349 -2.007 0.0042
H 0.487 -0.190 -4.052 0.0031
H 2.053 -0.966 -3.695 0.0037
H 2.569 0.840 -2.100 0.0023
H 2.061 1.390 -3.681 0.0057
H 1.377 -1.193 1.515 0.0044
H 0.944 -2.404 0.242 -0.0018
H -0.325 -1.698 1.306 0.0070
C -2.634 1.181 1.122 0.0082
C -1.343 1.708 1.565 0.0031
C -1.052 2.568 2.629 -0.0004
C 0.347 2.734 2.678 0.0006
C 0.873 1.959 1.628 0.0069
C 2.266 1.738 1.240 0.0138
N -0.163 1.368 0.955 0.0089
H -2.544 0.494 0.269 0.0064
H -3.305 2.007 0.840 0.0003
H -3.121 0.642 1.951 0.0001
H -1.788 2.999 3.298 0.0001
H 0.936 3.303 3.370 0.0003
H 2.681 2.638 0.757 0.0004
H 2.862 1.564 2.149 0.0007
H 2.437 0.868 0.565 0.0063



No. 4
89
Properties=species:S:1:pos:R:3:lowdin_spin:R:1 method="wB97M-V/def2-TZVPD" orbital_gap_ev="7.27 / 6.71" total_charge=-1 spin_multiplicity=4 lumo_ev="1.9 / 1.9"
Co 3.181 1.017 -1.496 2.7144
Li 2.930 0.932 1.493 0.0001
C 5.689 1.769 0.324 0.0039
O 4.505 1.019 0.175 0.0412
H 6.219 1.638 1.267 0.0016
H 6.410 1.400 -0.406 0.0002
H 5.502 2.811 0.063 0.0002
C 0.486 -0.291 -0.019 0.0052
O 1.622 0.538 -0.054 0.0386
H -0.406 0.278 0.242 0.0006
H 0.240 -0.812 -0.944 0.0003
H 0.656 -1.074 0.721 0.0010
B 2.619 2.832 -2.306 0.0492
H 2.296 3.726 -2.817 0.0081
H 2.723 3.015 -1.248 0.0077
H 1.933 2.016 -2.474 0.0132
H 3.573 2.451 -2.636 0.0139
B 3.458 -0.704 -2.644 0.0500
H 3.549 -1.605 -3.230 0.0098
H 3.462 -0.943 -1.592 0.0073
H 4.247 0.027 -2.731 0.0145
H 2.507 -0.220 -2.804 0.0139
C -1.012 2.971 -1.621 0.0005
C -1.308 2.137 -2.888 0.0002
C -1.136 2.889 -4.253 0.0002
F -1.251 2.101 -5.336 0.0000
F -1.926 4.000 -4.401 0.0000
F -0.548 1.085 -2.878 0.0002
F -2.576 1.692 -2.803 0.0000
O -1.450 4.386 -1.755 0.0000
C -0.872 5.309 -0.841 0.0000
C -1.605 6.663 -1.044 0.0000
F -1.303 7.673 -0.278 0.0000
F -1.494 7.184 -2.205 0.0000
F -1.112 4.868 0.403 0.0000
F 0.444 5.377 -1.005 0.0002
H 0.064 2.945 -1.448 0.0004
H -1.485 2.511 -0.753 0.0000
H -0.151 3.335 -4.390 0.0002
H -2.693 6.606 -1.028 0.0000
C -2.475 -3.309 3.618 0.0000
C -1.259 -2.554 3.075 0.0000
C -1.027 -1.273 3.886 0.0000
F -0.875 -1.366 5.208 0.0000
F -0.015 -0.553 3.421 0.0000
F -0.168 -3.303 3.122 0.0000
F -1.500 -2.315 1.794 0.0001
O -3.639 -2.524 3.732 0.0000
C -4.836 -2.985 3.098 0.0000
C -5.866 -1.821 3.031 0.0000
F -7.014 -2.268 2.470 0.0000
F -6.021 -1.154 4.157 0.0000
F -4.438 -3.261 1.895 0.0000
F -5.196 -4.130 3.731 0.0000
H -2.160 -3.730 4.573 0.0000
H -2.585 -4.213 3.019 0.0000
H -1.883 -0.615 3.740 0.0000
H -5.488 -1.120 2.287 0.0000
C -4.647 -2.305 -1.180 0.0000
C -3.436 -1.372 -1.048 0.0000
C -2.519 -1.868 -2.146 0.0000
O -3.435 -2.297 -3.148 0.0000
C -4.718 -2.697 -2.685 0.0000
H -5.583 -1.868 -0.833 0.0000
H -4.447 -3.183 -0.566 0.0000
H -2.926 -1.474 -0.091 0.0000
H -3.777 -0.345 -1.173 0.0000
H -1.974 -2.745 -1.798 0.0000
H -1.785 -1.144 -2.501 0.0000
H -4.937 -3.744 -2.896 0.0000
H -5.412 -2.014 -3.174 0.0000
C 5.378 -0.692 3.853 0.0000
C 4.670 -1.661 2.961 0.0001
C 3.148 -1.310 3.067 0.0000
O 3.271 0.083 3.181 0.0002
C 4.355 0.441 4.029 0.0000
H 6.317 -0.390 3.389 0.0000
H 5.715 -1.107 4.803 0.0000
H 4.802 -2.722 3.169 0.0000
H 4.929 -1.393 1.936 0.0000
H 2.598 -1.762 3.892 0.0000
H 2.642 -1.607 2.148 0.0000
H 3.962 0.375 5.043 0.0000
H 4.769 1.431 3.839 0.0000
C 0.686 -2.775 -3.907 0.0006
Cl -0.026 -1.435 -4.842 0.0004
Cl 1.647 -3.796 -4.895 0.0002
H 1.348 -2.352 -3.150 0.0009
H -0.157 -3.328 -3.493 0.0000